1.
Here is an isolated ion of composition C8H13N2 and charge +1 from the OMol25 dataset. Energies are from wB97M-V/def2-TZVPD.

Results
- lowest unoccupied orbital energy (alpha / beta) (eV) = -5.013 / -5.012
- energy above the lowest of the compared OMol25 structures with the same formula, charge and spin (kJ/mol) = 685.8
- HOMO-LUMO gap (alpha / beta) (eV) = 7.12 / 7.12
- structure (SMILES) = C[N+]1(C)/C=C\N=C=CCC1
- E_HOMO (alpha / beta) (eV) = -12.134 / -12.134

```
! RIJCOSX wB97M-V def2-TZVPD def2/J DEFGRID3
* xyz 1 1
C 2.785 -1.019 0.111
C 0.807 1.926 0.053
C 2.971 0.279 -0.029
C 1.291 -1.429 -0.062
C 0.174 -0.625 0.715
C -0.644 1.753 0.148
C -2.194 0.019 0.748
C -1.076 -0.080 -1.378
N 1.958 1.114 -0.086
N -0.919 0.274 0.047
H 3.540 -1.777 0.161
H 1.092 2.977 0.066
H 1.080 -1.443 -1.132
H 1.228 -2.461 0.286
H -0.413 -1.396 1.215
H 0.635 -0.027 1.500
H -1.389 2.506 0.081
H -2.971 0.660 0.331
H -2.508 -1.017 0.632
H -2.087 0.248 1.807
H -1.883 0.507 -1.814
H -0.159 0.148 -1.916
H -1.315 -1.138 -1.485
*
```

***

2.
Here is an isolated ion of composition C8H13N2 and charge +1 from the OMol25 dataset. Energies are from wB97M-V/def2-TZVPD.

Results
- lowest unoccupied orbital energy (alpha / beta) (eV) = -7.397 / -7.494
- energy above the lowest of the compared OMol25 structures with the same formula, charge and spin (kJ/mol) = 625.4
- HOMO-LUMO gap (alpha / beta) (eV) = 6.98 / 7.14
- structure (SMILES) = CC1=[N+]=NC(C)=C1C(C)C
- E_HOMO (alpha / beta) (eV) = -14.379 / -14.631

```
! RIJCOSX wB97M-V def2-TZVPD def2/J DEFGRID3
* xyz 1 1
C -0.199 0.782 0.372
C -0.337 1.842 -0.583
C -0.244 1.605 1.763
C -0.583 1.617 -2.009
C -0.087 0.965 3.144
C -1.178 -1.293 -0.513
C 1.382 -0.980 -0.728
C 0.118 -0.648 0.183
N -0.462 2.961 0.108
N -0.316 2.818 1.306
H -1.617 1.347 -2.083
H 0.003 0.873 -2.477
H -0.481 2.573 -2.700
H 0.032 1.625 3.957
H 0.760 0.332 3.078
H -1.042 0.418 3.300
H -1.063 -0.843 -1.530
H -2.169 -0.991 -0.141
H -1.035 -2.368 -0.566
H 1.993 -1.730 -0.140
H 1.977 -0.075 -0.839
H 1.041 -1.338 -1.720
H 0.011 -1.098 1.121
*
```

***

3.
Here is an isolated ion of composition C8H13N2 and charge +1 from the OMol25 dataset. Energies are from wB97M-V/def2-TZVPD.

Results
- lowest unoccupied orbital energy (alpha / beta) (eV) = -4.808 / -4.331
- energy above the lowest of the compared OMol25 structures with the same formula, charge and spin (kJ/mol) = 660.0
- HOMO-LUMO gap (alpha / beta) (eV) = 6.44 / 7.79
- E_HOMO (alpha / beta) (eV) = -11.252 / -12.121

```
! RIJCOSX wB97M-V def2-TZVPD def2/J DEFGRID3
* xyz 1 1
C 3.488 1.604 0.178
C -3.756 1.786 0.379
C 2.797 0.470 0.065
C 1.670 0.403 -0.840
C 0.622 -0.541 -0.520
C -0.582 -0.332 -1.052
C -2.307 -0.173 0.320
C 0.939 -1.687 0.426
N -3.262 0.701 -0.113
N -1.836 -1.053 -0.735
H 4.113 1.670 1.009
H 3.213 2.603 -0.126
H -4.617 2.214 -0.178
H -3.282 2.339 1.308
H 3.147 -0.415 0.566
H 1.510 1.130 -1.593
H -0.891 0.460 -1.714
H -2.123 -0.235 1.475
H 1.901 -2.038 0.309
H 0.277 -2.486 0.354
H 0.871 -1.156 1.489
H -2.695 -0.942 -1.321
H -1.732 -2.029 -0.316
*
```

***

4.
Here is a 2-piece molecular cluster, C8H13N2 overall from the OMol25 dataset. Energies are from wB97M-V/def2-TZVPD.

Results
- lowest unoccupied orbital energy (alpha / beta) (eV) = -2.997 / -6.241
- energy above the lowest of the compared OMol25 structures with the same formula, charge and spin (kJ/mol) = 499.0
- HOMO-LUMO gap (alpha / beta) (eV) = 6.27 / 5.60
- E_HOMO (alpha / beta) (eV) = -9.262 / -11.843

```
! RIJCOSX wB97M-V def2-TZVPD def2/J DEFGRID3
* xyz 1 3
C 2.938 -1.058 -1.426
C 2.084 0.080 -1.177
C 2.259 -2.241 -1.059
C 1.079 -0.466 -0.464
C -2.018 -1.351 1.108
C -1.630 -0.470 0.145
C -0.358 1.437 1.503
C -0.699 0.639 0.282
N 1.123 -1.828 -0.335
N -0.680 1.565 -0.980
H 3.734 -1.154 -2.039
H 2.239 1.064 -1.462
H 2.402 -3.295 -1.254
H -2.606 -2.215 0.942
H -1.771 -1.364 2.182
H -1.717 -0.733 -0.853
H -1.123 2.258 1.647
H 0.731 1.743 1.488
H -0.383 0.605 2.393
H 0.451 -2.357 0.196
H -1.427 2.261 -0.684
H -0.783 1.179 -1.930
H 0.226 2.115 -0.774
*
```

***

5.
Here is an isolated ion of composition C8H13N4 and charge +1 from the OMol25 dataset. Energies are from wB97M-V/def2-TZVPD.

Results
- lowest unoccupied orbital energy (alpha / beta) (eV) = -5.558 / -5.658
- energy above the lowest of the compared OMol25 structures with the same formula, charge and spin (kJ/mol) = 386.6
- HOMO-LUMO gap (alpha / beta) (eV) = 7.02 / 7.26
- structure (SMILES) = C/N=C(C)/C(C)=C1\N=[NH+]C(C)=N1
- E_HOMO (alpha / beta) (eV) = -12.576 / -12.916

```
! RIJCOSX wB97M-V def2-TZVPD def2/J DEFGRID3
* xyz 1 1
C -0.337 -1.015 -0.389
C -1.418 -0.070 -0.161
C 0.879 -0.379 -0.476
C 2.841 0.019 0.191
C -0.373 -2.505 -0.457
C -2.861 -0.596 -0.103
C 4.228 -0.115 0.712
C -1.757 2.379 0.324
N 2.081 -0.943 -0.205
N 2.200 1.234 -0.062
N -1.086 1.114 0.212
N 0.942 0.993 -0.450
H -0.319 -2.764 0.566
H -1.339 -2.734 -0.955
H 0.412 -3.040 -0.981
H -3.785 0.110 -0.231
H -2.812 -1.404 -0.805
H -2.878 -1.083 0.860
H 4.976 -0.512 -0.123
H 4.622 0.789 1.029
H 4.214 -0.951 1.385
H -2.796 2.319 0.618
H -1.185 2.898 1.056
H -1.600 2.835 -0.629
H 2.722 2.116 -0.026
*
```